1.
# C5H12N2

A cluster of 3 separate species, C5H12N2 in total in a non-equilibrium geometry (the ωB97M-V functional and the def2-TZVPD basis, the Open Molecules 2025 dataset).

As for the energy above the lowest of the compared OMol25 structures with the same formula, charge and spin: 159.7 kcal per mole. For the total energy, the calculation gives -306.9749 a.u. The net charge is 0.

CARTESIAN COORDINATES (ANGSTROEM)
C -1.51571 -0.68561 -0.35828
C 0.74008 -1.07639 1.57896
C -2.29988 0.49560 -0.81676
N 0.25271 0.04516 0.76728
C 0.68504 0.23714 -0.40280
N 2.29086 1.29568 0.65805
C 0.97303 0.36331 -1.67135
H 1.84708 1.93702 1.31723
H 2.91404 0.72151 1.22919
H -1.19281 -1.40823 -1.10258
H -1.84863 -1.15338 0.56000
H 1.47043 -1.70466 1.06513
H -0.11602 -1.69199 1.85942
H 1.17482 -0.66748 2.48774
H 0.34433 -0.06441 -2.43704
H 1.84254 0.94513 -1.93556
H -1.88883 0.93612 -1.72464
H -2.33345 1.26602 -0.04389
H -3.33965 0.20948 -1.03010

natural (NBO) population analysis, charges in e, atoms 1 to 6: -0.310, -0.423, -0.676, -0.416, 0.497, -0.829


2.
# C14H18IN3Pd

A structure of composition C14H18IN3Pd in a non-equilibrium geometry (the ωB97M-V functional and the def2-TZVPD basis, the Open Molecules 2025 dataset).

For the total energy, the calculation gives -1133.2641 a.u. Its expectation value of S² is 6.055. Its spin multiplicity is 5. The net charge is +2.

CARTESIAN COORDINATES (ANGSTROEM)
C 0.92494 -1.42897 -5.46647
C 0.92494 0.06723 -5.79447
H 1.94614 -1.81737 -5.38687
H 0.40964 -2.00507 -6.24267
H 0.41904 -1.62627 -4.51497
H 1.28704 0.65913 -4.94657
H 1.57084 0.28523 -6.65197
H -0.08296 0.41953 -6.03937
Pd 0.37474 -0.31477 -0.04117
C -0.51356 0.78753 -1.50967
H 0.23614 1.51823 -1.84057
H -1.37036 1.28933 -1.04117
H -0.85576 0.20483 -2.36457
I -0.02466 -2.44537 -1.44357
C -1.44616 -3.40427 4.23313
C -2.07816 -2.18487 4.47233
C -1.94486 -1.13497 3.55953
C -1.17486 -1.29677 2.38453
C -0.54556 -2.52837 2.16143
C -0.68276 -3.57717 3.07593
N -0.90266 -0.18747 1.53053
N -0.97746 0.94833 2.04943
C -0.07256 1.92273 1.58213
C 0.02344 3.20893 2.11833
C 1.03694 4.05643 1.64793
C 1.93434 3.60363 0.67103
C 1.79854 2.30553 0.17483
N 0.80494 1.51133 0.64853
H -1.53196 -4.20987 4.95033
H -2.65326 -2.04257 5.37953
H -2.41716 -0.18777 3.78813
H 0.09464 -2.67227 1.31323
H -0.17296 -4.51597 2.90203
H -0.66026 3.54283 2.89043
H 1.13484 5.05943 2.04523
H 2.71954 4.25173 0.30223
H 2.46724 1.93813 -0.59657

natural (NBO) population analysis, charges in e, atoms 1 to 6: -0.602, -0.607, 0.210, 0.222, 0.169, 0.179


3.
# C5H13N6

The ion C5H13N6 with charge +1 in a non-equilibrium geometry (the ωB97M-V functional and the def2-TZVPD basis, the Open Molecules 2025 dataset).

As for the energy above the lowest of the compared OMol25 structures with the same formula, charge and spin: 82.4 kcal per mole. As for the SMILES: C[C@H](C#N)NN(C)/[NH+]=C\NN. For the total energy, the calculation gives -526.5142 a.u. The net charge is +1.

CARTESIAN COORDINATES (ANGSTROEM)
C -3.33776 -0.76804 -0.21349
C -1.83354 -0.67810 -0.46771
C -1.15673 -1.86268 0.03545
N -0.48384 -2.67299 0.48220
N -1.32389 0.54082 0.15386
N -0.00131 0.88543 -0.03263
C 0.12869 2.33090 -0.19607
N 0.85802 0.46572 1.03863
C 2.02844 -0.11561 0.81656
N 2.42702 -0.44405 -0.37734
N 3.50338 -1.24134 -0.68264
H -3.82503 0.13561 -0.56837
H -3.53993 -0.88595 0.84958
H -3.75199 -1.62459 -0.73775
H -1.63440 -0.60165 -1.54509
H -1.69643 0.70109 1.08732
H -0.50067 2.62177 -1.03253
H -0.18912 2.88236 0.69362
H 1.16452 2.57149 -0.42396
H 0.61279 0.73422 1.99005
H 2.64783 -0.35348 1.67315
H 1.77982 -0.28644 -1.15162
H 4.01082 -0.92091 -1.50195
H 4.11331 -1.41358 0.11072

natural (NBO) population analysis, charges in e, atoms 1 to 6: -0.600, -0.155, 0.253, -0.304, -0.445, -0.134


4.
# C36H44NS4Tl

A structure of composition C36H44NS4Tl (the ωB97M-V functional and the def2-TZVPD basis, the Open Molecules 2025 dataset).

As for the energy above the lowest of the compared OMol25 structures with the same formula, charge and spin: 0.0 kcal per mole. For the total energy, the calculation gives -3218.1881 a.u. The net charge is 0.

CARTESIAN COORDINATES (ANGSTROEM)
Tl -0.47118 -0.33975 -1.06412
S -1.95641 -1.77034 -2.64936
C -1.80451 -0.81432 -4.11714
C -1.63930 -1.48151 -5.33723
C -1.59794 -0.79928 -6.53682
C -1.72137 0.58570 -6.55921
C -1.87368 1.26895 -5.36766
C -1.89344 0.58300 -4.15545
S -2.04621 1.49865 -2.63715
C -0.79995 2.78620 -2.93905
C 0.15610 3.12374 -1.81781
C 0.74726 4.38223 -1.85339
C 1.80240 4.65033 -1.00466
C 2.23093 3.65547 -0.14422
C 1.54853 2.44726 -0.12058
C 1.96580 1.41020 0.88432
S 2.07922 -0.29660 0.28887
C 3.22561 -0.08868 -1.04314
C 4.57285 0.02911 -0.69340
C 5.54679 0.20761 -1.65494
C 5.16273 0.24597 -2.99224
C 3.83707 0.10616 -3.34621
C 2.82278 -0.06418 -2.38795
S 1.19986 -0.27756 -3.02333
N 0.51741 2.19745 -0.93231
H -1.53701 -2.55838 -5.31653
H -1.47016 -1.34850 -7.46065
H -1.70712 1.12683 -7.49580
H -1.98759 2.34595 -5.37738
H -1.29199 3.70002 -3.26934
H -0.18642 2.40928 -3.75980
H 0.40132 5.11781 -2.56704
H 2.29838 5.61181 -1.02751
H 3.07625 3.80851 0.51249
H 1.24117 1.37109 1.69998
H 2.93760 1.68415 1.29516
H 4.84388 -0.02632 0.35431
H 6.58644 0.30101 -1.37210
H 5.90760 0.37560 -3.76731
H 3.55285 0.12221 -4.39066
C -1.61226 -0.53210 0.94742
C -0.98704 -1.73638 1.57037
C -0.23264 -1.29106 2.63837
C -0.49951 0.13636 2.78681
C -1.32974 0.60137 1.82300
C -2.05486 1.93239 1.84831
C -2.61581 2.30303 0.47824
C -3.22410 1.80342 2.83977
C -1.12788 3.05872 2.31304
C 0.73125 -1.95701 3.63998
C 1.58376 -3.09542 3.06174
C -0.04057 -2.43793 4.87943
C 1.75569 -0.91914 4.14208
C -1.40320 -3.14101 1.10770
C -2.70065 -3.04321 0.28787
C -1.78430 -4.04802 2.28842
C -0.33610 -3.82582 0.24297
H -2.58621 -0.62028 0.47778
H -0.11860 0.73585 3.60091
H -3.31143 1.55239 0.09889
H -1.80690 2.41797 -0.24473
H -3.15070 3.25345 0.53737
H -3.88779 0.98607 2.54994
H -3.80900 2.72641 2.86645
H -2.85578 1.59532 3.84550
H -0.33850 3.24584 1.58007
H -0.65919 2.82762 3.27051
H -1.69590 3.98365 2.43810
H 1.01994 -3.97678 2.78530
H 2.31356 -3.40673 3.81299
H 2.13424 -2.75787 2.18457
H -0.77771 -3.19933 4.63728
H -0.56581 -1.60117 5.34546
H 0.65290 -2.85388 5.61514
H 2.30077 -0.46203 3.31538
H 2.48490 -1.42069 4.78132
H 1.29690 -0.13126 4.73784
H -3.51091 -2.62555 0.89053
H -3.00066 -4.04388 -0.02833
H -2.60295 -2.43635 -0.61134
H -2.51847 -3.54994 2.92390
H -0.95053 -4.34550 2.90880
H -2.24048 -4.96143 1.90010
H -0.13426 -3.26363 -0.67272
H -0.68680 -4.81215 -0.07121
H 0.60672 -3.95123 0.77502

Löwdin population analysis, charges in e, atoms 1 to 6: 0.542, 0.614, -0.717, -0.118, -0.081, -0.085


5.
# C36H96N4O14

A cluster of 14 separate species, C36H96N4O14 in total in a non-equilibrium geometry (the ωB97M-V functional and the def2-TZVPD basis, the Open Molecules 2025 dataset).

As for the energy above the lowest of the compared OMol25 structures with the same formula, charge and spin: 14.1 kcal per mole. For the total energy, the calculation gives -2701.3999 a.u. The net charge is 0.

CARTESIAN COORDINATES (ANGSTROEM)
O 4.69558 4.20761 -2.69675
H 4.08809 4.63914 -2.07913
H 4.22407 4.21860 -3.53588
O -0.37394 4.50018 -6.65551
H 0.14897 4.12774 -5.93413
H 0.19924 5.17395 -7.03447
O 4.65038 1.57486 -0.55679
H 4.83395 0.82228 -1.12940
H 5.20411 2.28453 -0.90700
O 0.82003 7.45618 -0.42866
H 0.52462 6.69273 0.07575
H 0.67758 7.20678 -1.35323
O 1.99269 4.42569 -4.84296
H 1.27369 4.42059 -4.16677
H 2.41821 3.56619 -4.75569
O 3.44579 6.54722 -1.41496
H 4.21812 6.91222 -0.97050
H 2.68604 6.86524 -0.89626
O -2.43995 0.06471 -4.03922
H -2.89453 0.90922 -4.19547
H -2.88000 -0.30820 -3.26968
O 0.52217 4.95121 -2.62992
H -0.40536 5.15653 -2.46720
H 0.76717 4.30669 -1.93400
O -3.18957 2.97341 -3.63020
H -3.93224 2.67938 -3.08858
H -2.54688 3.31386 -2.99830
O -0.97497 0.76651 -6.52236
H -0.93615 0.49893 -5.59629
H -0.16672 1.26947 -6.66912
C 4.37542 -3.78571 2.48441
C 4.39940 -2.26865 2.16290
C 3.38784 -1.64122 3.12378
C 3.64225 -0.16556 3.39260
C 5.00977 -0.02437 4.06937
C 6.07385 -0.54372 3.10136
N 5.74587 -1.82926 2.50320
O 6.77943 -2.44096 1.75693
C 6.26725 0.57689 2.00507
C 7.40294 -0.66792 3.81361
C 4.07201 -1.95335 0.66487
H 5.15206 -4.24915 1.86484
H 3.47357 -4.24175 2.06392
H 4.62615 -4.07511 3.49939
H 2.40401 -1.64523 2.64114
H 3.28214 -2.23378 4.03018
H 2.86037 0.23661 4.04183
H 3.67724 0.50700 2.53461
H 5.09738 -0.58625 5.00399
H 5.18913 1.02162 4.32252
H 5.33312 0.89193 1.55958
H 6.81827 1.41700 2.42881
H 6.96034 0.12798 1.28634
H 7.49322 -1.55637 4.44163
H 8.32008 -0.71468 3.20905
H 7.73872 0.21920 4.36410
H 4.18267 -2.91275 0.15402
H 4.62066 -1.12829 0.21876
H 3.00669 -1.73332 0.54469
H 6.85324 -1.80273 1.02709
C -1.31250 -5.08864 -0.90455
C -0.00400 -4.24225 -0.79807
C 1.12634 -5.00375 -0.08014
C 1.90697 -6.03109 -0.89651
C 2.50480 -5.26029 -2.10588
C 1.42900 -4.61881 -2.96832
N 0.51933 -3.84141 -2.11015
O -0.52150 -3.26856 -2.90254
C 2.08057 -3.60768 -3.92704
C 0.68000 -5.73180 -3.72186
C -0.27960 -3.00265 0.02909
H -1.54495 -5.39055 0.11456
H -1.19450 -5.95436 -1.55546
H -2.05111 -4.46793 -1.40924
H 1.84362 -4.24558 0.24317
H 0.68907 -5.53120 0.77128
H 1.27403 -6.81654 -1.30643
H 2.75871 -6.51750 -0.42335
H 2.98537 -6.00593 -2.75302
H 3.36279 -4.59777 -1.95888
H 2.91416 -4.06617 -4.46549
H 1.41215 -3.26572 -4.71851
H 2.47268 -2.76862 -3.35143
H 0.22067 -6.46902 -3.06060
H -0.21503 -5.33808 -4.21030
H 1.28739 -6.27392 -4.44628
H -0.41527 -3.17752 1.10124
H -1.18005 -2.52769 -0.36657
H 0.53109 -2.27422 0.07071
H -0.11129 -2.46905 -3.25304
C -5.27540 -0.03916 3.98400
C -6.09513 -0.35617 2.71927
C -7.06904 -1.52007 3.02649
C -8.29036 -1.18865 3.88406
C -9.01631 -0.03023 3.23842
C -8.11867 1.20973 3.00449
N -6.90002 0.80909 2.29250
O -6.03700 1.93052 2.11483
C -8.93356 2.16915 2.13659
C -7.88971 1.90378 4.37228
C -5.23951 -0.72785 1.50981
H -5.10577 1.02991 4.13581
H -4.31319 -0.54305 4.07210
H -5.85212 -0.24945 4.88941
H -7.22903 -2.03869 2.07754
H -6.47931 -2.26749 3.57220
H -7.96166 -0.93167 4.89338
H -8.82168 -2.13504 3.99352
H -9.76631 0.24492 3.99011
H -9.61395 -0.33206 2.37754
H -8.35810 3.00945 1.73270
H -9.36850 1.67475 1.26777
H -9.69536 2.70543 2.70400
H -8.86253 2.21144 4.75696
H -7.41724 1.28487 5.13271
H -7.28730 2.80166 4.22974
H -5.85117 -0.71586 0.60891
H -4.60366 -1.60279 1.63235
H -4.56066 0.12062 1.37275
H -6.32385 2.26874 1.26016
C 0.80817 4.13671 0.47883
C 0.61033 2.60731 0.31779
C -0.85402 2.37942 0.63421
C -1.26854 0.98766 0.24091
C -1.05144 0.80352 -1.26711
C 0.40130 1.08386 -1.71641
N 0.94696 2.28721 -1.07513
O 2.26164 2.62325 -1.44152
C 1.22914 -0.17936 -1.50417
C 0.26584 1.43634 -3.23661
C 1.54860 1.93027 1.33452
H 1.77800 4.40871 0.04749
H 0.82434 4.54694 1.48697
H 0.07352 4.61355 -0.17086
H -1.10014 2.51953 1.69184
H -1.58493 3.06997 0.19896
H -2.28758 0.74751 0.55219
H -0.66862 0.17363 0.67006
H -1.73061 1.53239 -1.72969
H -1.54380 -0.09629 -1.63177
H 2.18046 -0.26001 -2.05184
H 1.63452 -0.28126 -0.49759
H 0.68398 -0.99785 -1.97238
H 1.15127 1.92534 -3.64233
H -0.02846 0.59155 -3.85245
H -0.48939 2.20252 -3.42549
H 2.03552 1.00595 0.99388
H 1.12683 1.64861 2.29721
H 2.48301 2.49373 1.43632
H 2.83597 2.19620 -0.77650

Löwdin population analysis, charges in e, atoms 1 to 6: -0.063, -0.003, 0.016, -0.066, -0.011, 0.033


6.
# C2H2N3O2S3

The ion C2H2N3O2S3 with charge -1 in a non-equilibrium geometry (the ωB97M-V functional and the def2-TZVPD basis, the Open Molecules 2025 dataset).

As for the energy above the lowest of the compared OMol25 structures with the same formula, charge and spin: 6.6 kcal per mole. For the total energy, the calculation gives -1586.7363 a.u. The net charge is -1.

CARTESIAN COORDINATES (ANGSTROEM)
C -1.01226 1.00160 0.14524
C -2.03528 -2.10527 -0.21560
N -2.16678 0.37529 0.03854
N -2.71786 -0.84025 0.23812
N 0.22417 0.46840 0.22794
O -0.86805 -1.87068 -0.57047
O -2.65309 -3.11852 0.02946
S -1.31254 2.69014 -0.08260
S -3.41880 1.55536 -0.25181
S -4.37754 -0.48032 0.23993
H 0.44916 -0.37774 -0.34592
H 0.90603 1.07807 0.54960

natural (NBO) population analysis, charges in e, atoms 1 to 6: 0.281, 0.889, -0.320, -0.487, -0.824, -0.800


7.
# C8H32O8

A cluster of 8 separate species, C8H32O8 in total in a non-equilibrium geometry (the ωB97M-V functional and the def2-TZVPD basis, the Open Molecules 2025 dataset).

As for the energy above the lowest of the compared OMol25 structures with the same formula, charge and spin: 87.2 kcal per mole. As for the SMILES: CO.CO.CO.CO.CO.CO.CO.CO. For the total energy, the calculation gives -925.7528 a.u. The net charge is 0.

CARTESIAN COORDINATES (ANGSTROEM)
C 25.07159 -7.37052 8.03180
O 25.61614 -7.95003 9.20555
H 24.32531 -6.60286 8.25715
H 25.81975 -6.84080 7.43903
H 24.56930 -8.11697 7.41858
H 25.41215 -7.36700 9.93837
C 23.07728 -0.33646 5.05005
O 23.28681 0.92925 4.44796
H 22.27624 -0.89858 4.55859
H 24.01225 -0.88750 5.04046
H 22.76329 -0.24738 6.09747
H 22.48805 1.44591 4.58485
C 22.21360 -2.67761 0.92738
O 22.45103 -2.69342 -0.47349
H 21.14804 -2.75784 1.15695
H 22.70243 -3.55696 1.35284
H 22.61929 -1.79900 1.43679
H 21.69245 -2.28487 -0.89785
C 23.97022 -3.29716 7.46809
O 25.12002 -4.13040 7.27248
H 23.09656 -3.74153 6.98659
H 23.78881 -3.18669 8.53531
H 24.19339 -2.31190 7.04728
H 25.02954 -4.47400 6.37231
C 24.99081 -4.31354 3.95345
O 25.05419 -5.51159 4.70926
H 25.68097 -4.34015 3.10044
H 24.00886 -4.11161 3.51152
H 25.32201 -3.44261 4.51884
H 24.78099 -6.19606 4.07738
C 26.39611 -2.63513 0.82253
O 26.98569 -1.99768 1.93563
H 25.39416 -3.03141 1.02027
H 26.34574 -1.95618 -0.03616
H 26.98697 -3.49442 0.50094
H 26.31420 -1.45776 2.35990
C 25.26178 -9.37808 4.75283
O 24.74204 -10.55647 4.14015
H 26.09494 -8.97640 4.17498
H 24.44668 -8.65180 4.73207
H 25.48028 -9.54267 5.80827
H 25.34808 -11.28793 4.27996
C 22.39985 -6.51618 2.89718
O 23.75892 -6.87416 2.64721
H 22.11354 -5.68377 2.24922
H 21.73828 -7.36039 2.68546
H 22.27594 -6.25075 3.94364
H 23.80486 -7.37428 1.82961

natural (NBO) population analysis, charges in e, atoms 1 to 6: -0.249, -0.727, 0.169, 0.178, 0.161, 0.467